1.
Density functional theory data (wB97M-V/def2-TZVPD) for C42H72O14 as an isolated structure in a non-equilibrium geometry.

LUMO level: 0.1 eV
energy above the lowest of the compared OMol25 structures with the same formula, charge and spin: 38.682 eV
orbital gap: 8.21 eV

Element x y z (Å)
1 C -5.28 -5.37 -2.56
2 C -4.75 -4.21 -3.50
3 C -4.54 -2.89 -3.05
4 C -4.78 -2.58 -1.62
5 H -5.56 -1.93 -1.68
6 H -5.23 -3.46 -0.92
7 C -3.60 -2.12 -0.90
8 H -3.15 -1.27 -1.93
9 H -2.84 -2.78 -1.06
10 C -3.60 -1.31 0.27
11 C -4.45 -1.92 1.32
12 H -5.54 -2.07 0.94
13 H -4.27 -1.89 2.19
14 H -3.96 -3.04 1.34
15 C -2.28 -0.84 0.74
16 H -2.58 -0.15 1.79
17 C -1.22 -0.33 -0.02
18 H -1.24 -0.82 -0.90
19 C -1.36 1.40 -0.55
20 O -2.62 1.51 -1.23
21 H -3.30 0.79 -1.20
22 C -0.38 1.92 -1.12
23 H -0.42 3.01 -1.33
24 H -0.39 1.44 -2.10
25 C 1.10 1.71 -0.87
26 H 1.18 2.07 0.33
27 C 1.27 -0.15 -0.31
28 C 2.65 -0.06 0.32
29 H 2.55 0.15 1.47
30 H 2.83 -1.33 0.49
31 C 3.81 0.54 -0.42
32 H 3.89 -0.01 -1.50
33 C 3.60 1.99 -0.44
34 H 3.24 2.15 0.52
35 C 4.80 2.73 -0.78
36 C 5.63 2.55 -2.00
37 H 5.00 2.41 -3.10
38 H 5.95 1.36 -1.64
39 H 6.42 3.05 -2.16
40 C 5.71 2.89 0.49
41 H 5.40 2.77 1.51
42 H 6.37 3.67 0.53
43 H 6.31 1.81 0.42
44 C 4.37 4.15 -0.85
45 C 3.16 4.59 -1.91
46 C 2.20 3.65 -1.43
47 H 1.32 3.81 -2.08
48 H 1.86 3.92 -0.39
49 C 2.34 2.29 -1.48
50 C 2.32 1.79 -2.77
51 H 1.51 1.51 -3.27
52 H 2.87 2.56 -3.50
53 H 3.30 0.93 -3.03
54 H 3.65 4.20 -2.75
55 H 3.12 5.52 -1.71
56 O 5.60 5.14 -1.04
57 H 5.26 5.90 -1.43
58 H 4.01 4.61 0.18
59 O 5.02 0.21 0.36
60 C 5.69 -1.16 0.41
61 C 7.13 -1.13 0.19
62 O 7.68 -0.99 -0.91
63 H 8.64 -1.08 -0.96
64 C 7.42 -2.30 1.16
65 O 8.99 -2.30 1.20
66 H 9.27 -2.71 2.02
67 C 6.91 -2.38 2.49
68 O 7.43 -3.23 3.33
69 H 6.96 -4.26 2.87
70 C 5.42 -2.21 2.67
71 O 5.02 -2.03 1.02
72 C 4.78 -1.25 3.29
73 O 5.17 0.04 3.05
74 H 5.15 0.60 1.99
75 H 3.70 -1.38 2.97
76 H 4.99 -1.53 4.14
77 H 4.91 -3.18 2.50
78 H 7.24 -1.36 2.93
79 H 7.51 -3.11 0.32
80 H 7.33 -0.21 0.96
81 H 5.25 -1.47 -0.85
82 C 1.29 -0.95 -1.59
83 H 0.96 -1.94 -1.12
84 H 2.19 -0.94 -1.98
85 H 0.65 -0.41 -2.40
86 C 0.04 -0.18 0.62
87 C 0.06 -1.70 1.06
88 H 0.32 -2.79 0.28
89 H 0.62 -2.07 2.19
90 C -1.62 -2.05 1.49
91 H -1.66 -3.09 1.15
92 H -1.64 -2.18 2.60
93 C 0.13 0.47 1.99
94 H 1.05 0.49 2.53
95 H 0.01 1.44 2.05
96 H -0.80 0.10 2.75
97 H -1.60 1.86 0.41
98 O -4.46 -0.11 0.05
99 C -5.11 0.54 1.01
100 O -6.35 0.02 1.14
101 C -7.33 0.46 2.10
102 C -8.41 -0.40 2.18
103 O -9.11 -0.14 3.35
104 H -9.40 0.86 3.40
105 H -8.98 -0.26 1.38
106 H -8.13 -1.36 2.27
107 C -7.60 1.92 1.59
108 O -8.43 2.44 2.74
109 H -8.62 3.34 2.45
110 C -6.28 2.82 1.46
111 C -5.41 1.96 0.43
112 O -4.32 2.94 0.36
113 H -3.74 2.49 -0.29
114 H -5.93 1.90 -0.54
115 O -6.70 3.98 0.87
116 H -5.89 4.31 0.48
117 H -5.93 2.83 2.40
118 H -8.00 1.95 0.59
119 H -6.74 0.49 3.01
120 H -4.65 0.69 1.81
121 H -4.34 -2.03 -3.69
122 C -4.71 -4.42 -4.98
123 H -4.44 -3.61 -5.49
124 H -5.76 -4.88 -5.29
125 H -3.84 -5.16 -4.87
126 H -5.37 -6.19 -3.18
127 H -4.47 -5.54 -1.84
128 H -6.41 -5.43 -2.33

Löwdin population analysis, charges in e, atoms 1 to 6:
1. C -0.066
2. C -0.316
3. C -0.072
4. C -0.245
5. H 0.089
6. H 0.161


2.
Density functional theory data (wB97M-V/def2-TZVPD) for C29H34NO5Pd as an isolated structure.

LUMO level: 2.6 eV
net charge: -1
orbital gap: 5.41 eV

Element x y z (Å)
1 Pd 0.07 -0.09 0.44
2 O -3.35 -0.98 1.66
3 C -2.46 -1.20 0.68
4 O -1.45 -1.85 0.86
5 C -2.87 -0.56 -0.62
6 O -1.87 -0.80 -1.57
7 C -1.87 0.19 -2.61
8 C -1.62 1.64 -2.12
9 O -1.98 2.52 -2.92
10 O -1.05 1.76 -1.01
11 H -2.93 -1.26 2.48
12 H -3.00 0.51 -0.42
13 H -3.84 -0.99 -0.92
14 H -2.82 0.16 -3.16
15 H -1.07 -0.10 -3.28
16 C 0.03 0.54 2.30
17 C 0.77 -0.20 3.29
18 C 1.17 0.33 4.54
19 C 1.77 -0.46 5.51
20 C 2.03 -1.80 5.29
21 C 1.67 -2.34 4.05
22 C 1.05 -1.57 3.09
23 H 1.00 1.37 4.76
24 H 2.04 0.00 6.45
25 H 2.51 -2.41 6.05
26 H 1.87 -3.39 3.84
27 H 0.76 -2.03 2.15
28 C -1.12 3.07 3.67
29 C 0.27 2.99 3.12
30 C 1.28 3.77 3.53
31 C 2.61 3.65 2.96
32 C 3.69 4.53 3.54
33 C 2.89 2.80 1.95
34 C 1.85 1.93 1.40
35 C 0.47 2.01 2.01
36 N 1.92 1.02 0.48
37 C 3.00 0.63 -0.41
38 C 3.19 -0.89 -0.23
39 C 4.18 -1.43 -1.27
40 C 3.64 -1.16 -2.67
41 C 3.48 0.35 -2.87
42 C 4.83 1.04 -2.69
43 C 5.36 0.76 -1.28
44 C 5.53 -0.75 -1.09
45 C 4.37 1.30 -0.24
46 C 2.50 0.90 -1.83
47 H -1.16 3.73 4.55
48 H -1.47 2.08 3.94
49 H -1.80 3.45 2.91
50 H 1.13 4.50 4.32
51 H 3.36 5.01 4.46
52 H 3.96 5.32 2.83
53 H 4.59 3.95 3.75
54 H 3.90 2.74 1.59
55 H -0.19 2.36 1.20
56 H 2.22 -1.38 -0.33
57 H 3.54 -1.09 0.79
58 H 4.29 -2.51 -1.12
59 H 2.67 -1.65 -2.81
60 H 4.33 -1.56 -3.42
61 H 3.09 0.56 -3.87
62 H 4.73 2.12 -2.84
63 H 5.55 0.68 -3.43
64 H 6.32 1.26 -1.14
65 H 5.93 -0.96 -0.09
66 H 6.25 -1.14 -1.82
67 H 4.27 2.38 -0.37
68 H 4.76 1.12 0.76
69 H 1.51 0.43 -1.95
70 H 2.34 1.97 -1.96

Löwdin population analysis, charges in e, atoms 1 to 6:
1. Pd 0.782
2. O 0.115
3. C -0.504
4. O 0.039
5. C -0.154
6. O -0.153


3.
Density functional theory data (wB97M-V/def2-TZVPD) for C46H51BrN4O4S3SeSr as an isolated structure in a non-equilibrium geometry.

LUMO level: 2.5 eV
net charge: -2
energy above the lowest of the compared OMol25 structures with the same formula, charge and spin: 0.443 eV
orbital gap: 3.61 eV

Element x y z (Å)
1 Sr -0.70 0.18 -1.92
2 C 2.39 -3.84 4.22
3 C 3.17 -4.05 2.92
4 C 3.23 -5.56 2.63
5 C 4.59 -3.52 3.13
6 C 2.51 -3.32 1.74
7 C 1.36 -2.56 1.86
8 C 0.85 -1.88 0.76
9 Se -0.71 -0.79 0.96
10 C 0.09 0.87 1.57
11 C 0.63 0.90 2.83
12 C 1.26 2.04 3.32
13 C 1.27 3.15 2.49
14 C 0.72 3.18 1.21
15 C 0.13 1.99 0.68
16 O -0.32 1.90 -0.52
17 C 0.84 4.51 0.44
18 C 0.13 4.57 -0.91
19 C 0.24 5.63 1.30
20 C 2.33 4.81 0.20
21 C 1.89 2.01 4.71
22 C 2.56 3.34 5.07
23 C 2.96 0.91 4.76
24 C 0.82 1.71 5.77
25 C 1.44 -1.94 -0.54
26 O 0.95 -1.26 -1.50
27 C 2.60 -2.77 -0.66
28 C 3.09 -3.39 0.47
29 C 3.36 -3.01 -1.98
30 C 3.44 -4.53 -2.22
31 C 2.74 -2.40 -3.24
32 C 4.78 -2.45 -1.85
33 H 2.89 -4.37 5.03
34 H 2.33 -2.79 4.48
35 H 1.37 -4.23 4.14
36 H 3.71 -6.09 3.45
37 H 2.23 -5.96 2.50
38 H 3.79 -5.76 1.72
39 H 5.08 -4.04 3.96
40 H 5.20 -3.67 2.24
41 H 4.57 -2.45 3.34
42 H 0.84 -2.46 2.80
43 H 0.57 0.00 3.44
44 H 1.75 4.05 2.84
45 H -0.94 4.38 -0.82
46 H 0.27 5.58 -1.31
47 H 0.52 3.85 -1.63
48 H -0.81 5.42 1.52
49 H 0.76 5.76 2.25
50 H 0.29 6.58 0.76
51 H 2.77 4.02 -0.41
52 H 2.44 5.75 -0.34
53 H 2.89 4.88 1.13
54 H 3.35 3.60 4.36
55 H 1.84 4.16 5.09
56 H 3.02 3.26 6.06
57 H 3.74 1.10 4.02
58 H 3.43 0.87 5.75
59 H 2.54 -0.07 4.55
60 H 0.05 2.48 5.76
61 H 0.34 0.76 5.58
62 H 1.26 1.67 6.77
63 H 3.98 -4.00 0.36
64 H 2.44 -4.96 -2.29
65 H 3.96 -4.72 -3.16
66 H 3.98 -5.05 -1.43
67 H 1.71 -2.72 -3.41
68 H 2.72 -1.32 -3.23
69 H 3.34 -2.73 -4.10
70 H 5.32 -2.91 -1.02
71 H 5.34 -2.63 -2.77
72 H 4.74 -1.38 -1.67
73 S -0.47 -1.18 -6.95
74 C -0.49 -0.78 -5.30
75 S 0.39 0.61 -4.70
76 S -1.47 -1.72 -4.18
77 O -8.29 1.78 0.11
78 N -7.94 0.64 0.39
79 O -8.65 -0.17 0.96
80 C -6.57 0.19 -0.06
81 C -6.36 -1.14 0.04
82 C -5.14 -1.73 -0.42
83 C -4.90 -3.12 -0.42
84 C -3.72 -3.59 -0.95
85 C -2.80 -2.65 -1.46
86 N -2.99 -1.36 -1.44
87 C -4.15 -0.90 -0.93
88 C -4.37 0.54 -0.96
89 N -3.33 1.23 -1.44
90 C -3.42 2.53 -1.58
91 C -4.59 3.22 -1.21
92 C -5.66 2.53 -0.69
93 C -5.58 1.12 -0.57
94 H -7.15 -1.78 0.43
95 H -5.65 -3.79 -0.02
96 H -3.50 -4.64 -0.98
97 H -1.86 -2.99 -1.90
98 H -2.56 3.06 -1.96
99 H -4.64 4.29 -1.32
100 H -6.55 3.05 -0.40
101 Br -1.67 4.39 -4.66
102 C -2.45 2.78 -5.38
103 C -2.29 2.52 -6.72
104 C -2.84 1.33 -7.18
105 C -3.53 0.51 -6.30
106 C -3.61 0.90 -4.97
107 N -3.07 2.02 -4.51
108 H -1.72 3.17 -7.36
109 H -2.69 1.02 -8.20
110 H -3.90 -0.45 -6.60
111 H -4.08 0.26 -4.24

Löwdin population analysis, charges in e, atoms 1 to 6:
1. Sr 1.108
2. C -0.075
3. C -0.562
4. C -0.058
5. C -0.054
6. C -0.197